Entry 1:
Density functional theory data (ωB97M-V/def2-TZVPD) for C29H28BrCl2N5O4ReS3 as an isolated structure at a distorted geometry.

The geometry in XYZ format:
```
73
Properties=species:S:1:pos:R:3:forces:R:3
Re 1.643 -0.017 0.821 -0.8 0.8 -0.2
C 1.242 -3.530 1.338 -0.1 0.0 0.1
C 0.361 -2.665 2.190 -0.1 0.1 0.0
C -0.561 -3.340 3.015 0.0 -0.1 0.0
C -1.317 -2.658 3.918 0.0 0.0 0.0
C -1.115 -1.272 4.088 0.0 0.0 -0.1
C -1.778 -0.536 5.092 -0.1 -0.1 0.1
C -1.494 0.787 5.276 0.0 0.1 0.0
C -0.529 1.410 4.469 0.0 0.1 0.0
C 0.117 0.720 3.469 0.1 0.1 0.1
S 1.367 1.535 2.541 0.3 -0.4 -0.5
C -0.185 -0.637 3.241 0.0 -0.1 0.1
N 0.475 -1.330 2.231 0.2 0.0 -0.2
H 1.916 -4.077 2.003 0.0 0.0 0.0
H 1.843 -2.988 0.624 0.1 0.0 0.0
H 0.648 -4.278 0.810 0.0 0.0 0.0
H -0.644 -4.415 2.918 0.0 0.1 0.0
H -2.043 -3.174 4.536 0.0 0.0 0.0
H -2.498 -1.048 5.721 0.0 0.0 0.0
H -1.990 1.353 6.052 0.0 0.0 0.0
H -0.269 2.450 4.635 0.0 -0.1 0.0
Cl 3.424 -1.154 1.950 0.4 -0.6 0.5
C 4.935 -0.384 1.507 0.2 0.3 -0.2
C 6.102 -0.899 2.026 -0.1 -0.2 0.2
C 7.290 -0.283 1.674 0.1 0.1 0.0
C 7.287 0.819 0.834 0.1 0.0 0.0
C 6.094 1.321 0.339 0.0 0.0 0.0
Cl 6.109 2.702 -0.683 0.0 0.0 -0.1
C 4.877 0.716 0.663 -0.1 -0.1 0.0
S 3.390 1.332 -0.025 -0.6 -0.3 0.0
H 6.089 -1.757 2.687 0.0 0.1 0.0
H 8.226 -0.661 2.063 0.0 0.0 0.0
H 8.215 1.299 0.551 0.0 0.0 0.0
C -5.290 0.067 -4.303 0.0 0.0 0.0
C -5.201 0.548 -2.861 0.1 0.0 0.0
S -3.511 0.956 -2.415 0.1 0.1 0.0
O -3.066 0.068 -1.355 0.0 -0.1 0.0
O -2.700 1.059 -3.600 0.1 0.1 0.1
C -3.627 2.576 -1.652 0.1 -0.2 0.0
C -2.287 3.324 -1.569 0.0 -0.1 0.1
N -1.070 2.497 -1.404 -0.2 0.1 -0.3
C -0.764 1.810 -0.297 0.2 -0.1 0.1
N 0.388 1.145 -0.475 0.1 -0.1 0.2
C 0.804 1.392 -1.772 0.0 -0.2 0.1
C -0.083 2.220 -2.340 -0.2 0.2 0.0
N 0.030 2.746 -3.687 -0.3 0.0 -0.2
O -0.606 3.743 -3.973 0.2 -0.2 0.2
O 0.767 2.127 -4.421 -0.1 0.2 0.2
C -1.638 1.785 0.899 -0.1 0.1 -0.1
H -6.312 -0.250 -4.506 0.0 0.0 0.0
H -4.626 -0.777 -4.484 0.0 0.0 0.0
H -5.030 0.859 -5.003 0.0 0.0 0.0
H -5.500 -0.210 -2.139 -0.1 0.0 0.0
H -5.790 1.453 -2.693 0.0 -0.1 0.0
H -4.052 2.374 -0.670 -0.1 0.2 0.0
H -4.328 3.181 -2.229 0.1 0.0 0.0
H -2.338 3.997 -0.716 0.1 0.1 0.0
H -2.123 3.914 -2.455 0.0 0.1 -0.2
H 1.697 0.985 -2.214 0.0 0.0 0.1
H -1.659 2.762 1.388 0.1 0.0 0.0
H -1.279 1.055 1.612 0.0 0.0 0.0
H -2.656 1.513 0.612 0.2 0.0 0.0
Br 3.624 -1.942 -1.623 -0.1 0.1 0.0
C 1.757 -1.970 -1.877 0.1 -0.1 0.3
C 1.255 -2.561 -3.020 -0.1 -0.1 -0.1
C -0.118 -2.700 -3.136 0.0 0.0 -0.1
C -0.934 -2.258 -2.107 -0.1 0.0 0.0
C -0.351 -1.656 -1.017 -0.1 0.1 0.0
N 0.979 -1.494 -0.894 0.6 0.2 0.1
H 1.927 -2.914 -3.788 0.0 0.0 0.0
H -0.541 -3.158 -4.021 0.0 0.0 0.0
H -2.010 -2.347 -2.153 0.0 0.0 0.0
H -0.964 -1.260 -0.215 0.0 0.0 0.0
```
Positions in Å, forces in eV/Å.

Calculated values
gap between HOMO and LUMO (spin up / spin down) = 7.547 / 6.577 eV
total charge = +2
HOMO energy (spin up / spin down) = -13.370 / -13.785 eV
LUMO (spin up / spin down) = -5.82 / -7.21 eV
expectation value of S² = 3.778
2S+1 = 4

Atomic partial charges in e from the Löwdin method, atoms 1 to 6:
1. Re 0.938
2. C -0.042
3. C -0.290
4. C 0.008
5. C 0.048
6. C -0.140

***

Entry 2:
Density functional theory data (ωB97M-V/def2-TZVPD) for C29H28Cl3GeN2OV as an isolated structure.

The geometry in XYZ format:
```
65
Properties=species:S:1:pos:R:3:forces:R:3
V 2.229 0.503 -0.459 -0.4 0.0 0.0
Cl 1.113 3.132 -7.034 0.0 0.0 0.1
C 1.646 2.796 -5.407 0.0 0.1 -0.1
C 1.714 1.488 -4.968 0.0 -0.1 0.0
C 2.122 1.260 -3.669 0.0 -0.3 -0.2
Cl 2.203 -0.396 -3.084 0.0 0.2 0.0
C 2.476 2.266 -2.761 0.3 -0.1 0.6
O 2.867 2.011 -1.541 0.0 0.2 -0.4
C 2.400 3.572 -3.274 0.0 0.2 -0.1
Cl 2.822 4.894 -2.233 0.0 -0.1 0.0
C 1.990 3.841 -4.566 0.0 0.0 0.0
H 1.445 0.666 -5.616 0.0 0.0 0.0
H 1.934 4.864 -4.910 0.0 0.0 0.0
C 0.556 0.417 -0.050 0.3 0.0 0.4
Ge -1.274 0.385 0.369 0.1 0.0 -0.1
C -2.025 2.132 0.830 -0.1 0.2 0.0
C -3.290 2.545 0.414 0.0 0.0 0.1
C -3.781 3.800 0.759 0.0 -0.1 0.0
C -3.009 4.660 1.526 0.0 0.0 0.0
C -1.744 4.265 1.944 0.0 0.0 0.0
C -1.257 3.012 1.595 0.0 0.0 -0.1
C -1.428 -0.756 1.988 0.0 -0.1 0.2
C -2.487 -1.607 2.313 0.1 0.0 0.1
C -2.459 -2.405 3.455 0.0 0.1 -0.1
C -1.371 -2.353 4.314 0.0 0.0 0.0
C -0.320 -1.486 4.033 -0.1 0.1 -0.1
C -0.352 -0.702 2.885 -0.2 -0.1 0.2
C -2.333 -0.314 -1.125 -0.1 0.0 -0.2
C -2.951 -1.562 -1.198 0.0 0.1 -0.1
C -3.597 -1.982 -2.357 0.0 0.0 0.0
C -3.631 -1.158 -3.471 0.0 0.0 0.0
C -3.010 0.084 -3.425 0.0 0.0 0.1
C -2.366 0.495 -2.267 -0.1 -0.1 0.0
H -3.905 1.883 -0.186 0.0 0.0 0.0
H -4.765 4.106 0.425 0.0 0.0 0.0
H -3.387 5.640 1.791 0.0 0.0 0.0
H -1.132 4.938 2.532 0.0 0.0 0.0
H -0.253 2.727 1.893 0.0 0.0 0.0
H -3.367 -1.642 1.686 0.0 0.0 -0.1
H -3.297 -3.052 3.680 0.0 0.0 0.0
H -1.356 -2.959 5.212 0.0 0.0 0.0
H 0.514 -1.402 4.723 0.0 0.0 0.0
H 0.478 -0.037 2.659 0.0 0.1 0.0
H -2.919 -2.238 -0.354 0.0 0.0 0.1
H -4.072 -2.956 -2.389 0.0 0.0 0.0
H -4.135 -1.482 -4.373 0.0 0.0 0.0
H -3.022 0.731 -4.294 0.0 0.0 0.0
H -1.871 1.461 -2.254 0.0 0.0 0.0
N 3.253 -3.806 1.997 0.0 0.0 -0.1
C 4.359 -2.779 1.975 -0.1 -0.2 0.1
C 4.107 -1.805 0.837 -0.1 0.1 0.0
N 2.782 -1.201 0.883 0.1 -0.3 -0.1
C 1.709 -2.194 0.983 0.1 0.0 -0.2
C 1.898 -3.141 2.142 0.2 -0.1 0.1
H 3.410 -4.493 2.734 0.0 0.1 0.0
H 3.260 -4.314 1.109 0.0 0.0 0.0
H 5.304 -3.309 1.878 0.0 0.0 0.0
H 4.318 -2.279 2.943 0.0 0.0 0.0
H 4.224 -2.315 -0.125 0.0 0.0 0.0
H 4.867 -1.025 0.882 0.0 0.0 0.0
H 2.690 -0.487 1.618 -0.1 0.0 0.0
H 1.652 -2.740 0.035 0.0 0.0 0.0
H 0.771 -1.655 1.081 0.1 0.0 -0.1
H 1.144 -3.926 2.169 0.0 0.0 0.0
H 1.912 -2.619 3.099 0.0 0.0 0.0
```
Positions in Å, forces in eV/Å.

Calculated values
gap between HOMO and LUMO (spin up / spin down) = 3.735 / 4.756 eV
total charge = 0
HOMO energy (spin up / spin down) = -5.058 / -6.081 eV
LUMO (spin up / spin down) = -1.32 / -1.32 eV
expectation value of S² = 2.207
2S+1 = 3

Atomic partial charges in e from the natural (NBO) method, atoms 1 to 6:
1. V 0.622
2. Cl -0.019
3. C -0.052
4. C -0.248
5. C -0.109
6. Cl 0.012

***

Record order is preserved below.
Energy relative to the best compared isomer or geometry (same formula, charge and spin): 9.2, 19.7 kcal per mole